{"formula": "C6H4O5", "method": "ωB97M-V/def2-TZVPD", "species": ["O", "O", "O", "O", "O", "C", "C", "C", "C", "C", "C", "H", "H", "H", "H"], "positions_angstrom": [[-1.395, 0.280, 2.131], [-1.259, 2.208, -1.778], [1.593, -1.362, -1.054], [1.327, -2.442, 0.962], [0.633, 1.088, -2.284], [-1.240, 1.136, 1.087], [-0.463, 1.326, -1.393], [-0.451, -0.703, 1.833], [-0.321, 0.757, 0.087], [1.063, -1.498, -0.008], [0.119, -0.516, 0.602], [1.146, 0.271, -2.201], [-1.500, 2.223, 1.073], [-0.649, -1.751, 2.246], [1.576, -1.938, 1.819]], "e_homo_ha": -0.369, "relative_energy_ev": 1.754}

***

{"formula": "C6H4O7S", "method": "ωB97M-V/def2-TZVPD", "species": ["S", "O", "O", "O", "O", "O", "O", "O", "C", "C", "C", "C", "C", "C", "H", "H", "H", "H"], "positions_angstrom": [[-1.705, -1.262, 0.168], [-1.841, 1.558, 1.976], [-3.109, -1.235, -0.281], [-1.630, -1.819, 1.550], [1.112, 0.370, -2.671], [-2.555, 2.313, -0.040], [-0.810, -2.134, -0.648], [-0.732, 0.467, -1.345], [0.311, 0.117, 0.808], [1.204, 0.140, -0.213], [2.694, -0.194, -0.150], [0.620, 0.417, -1.499], [-1.885, 1.515, 0.710], [-1.072, 0.469, 0.036], [2.985, -0.347, 0.958], [3.295, 0.754, -0.378], [2.942, -0.961, -0.817], [0.175, -0.168, 1.838]], "total_charge": -2, "e_homo_ha": -0.060, "relative_energy_ev": 0.571}

***

{"formula": "C6H51N2O20", "method": "ωB97M-V/def2-TZVPD", "species": ["O", "O", "O", "O", "O", "O", "O", "O", "O", "O", "O", "O", "O", "O", "O", "O", "O", "O", "O", "O", "N", "N", "C", "C", "C", "C", "C", "C", "H", "H", "H", "H", "H", "H", "H", "H", "H", "H", "H", "H", "H", "H", "H", "H", "H", "H", "H", "H", "H", "H", "H", "H", "H", "H", "H", "H", "H", "H", "H", "H", "H", "H", "H", "H", "H", "H", "H", "H", "H", "H", "H", "H", "H", "H", "H", "H", "H", "H", "H"], "positions_angstrom": [[-4.848, -3.621, 1.101], [4.813, 0.320, 3.877], [0.643, -4.444, 1.975], [0.575, 1.679, -4.412], [0.788, 4.481, -2.630], [-0.123, -1.827, -3.929], [-2.749, 0.478, 3.428], [3.320, 4.810, 2.836], [0.477, 4.283, 5.478], [3.210, 1.513, -3.099], [4.296, 3.530, 0.671], [-0.725, -4.666, -1.612], [-2.077, 1.839, -3.370], [-3.237, 2.209, -0.529], [1.687, -4.312, -0.532], [-0.751, -1.324, 3.688], [-4.387, -0.210, -1.549], [4.356, 0.570, 1.116], [2.603, -1.219, -3.326], [-4.648, -2.810, -2.263], [0.840, 1.453, 0.972], [-0.290, -0.156, -0.234], [-1.859, -1.929, 0.461], [-1.193, -1.187, -0.674], [1.138, 1.554, -0.352], [0.508, 0.615, -1.081], [-0.171, 0.523, 1.000], [1.326, 2.302, 2.019], [-1.552, -4.544, -2.077], [-3.871, 2.334, 0.176], [-1.916, -0.661, -1.298], [0.010, -2.762, -4.085], [0.483, 0.462, -2.150], [-3.224, 1.263, -0.675], [-2.781, 1.277, -3.047], [2.940, 0.638, -2.817], [0.654, 2.266, 2.876], [3.553, 4.445, 1.982], [-2.902, 0.926, 4.260], [-0.972, -5.086, -0.788], [0.200, -1.225, 3.738], [-0.294, 1.604, -4.017], [-0.676, 0.188, 1.894], [2.582, 1.749, -3.782], [-5.291, 0.056, -1.383], [1.241, -4.413, 0.309], [-0.928, -2.159, 4.120], [5.671, 0.681, 4.101], [-0.497, -1.498, -4.747], [-2.684, -2.537, 0.089], [0.486, 1.265, -5.270], [1.702, -1.218, -3.649], [-2.326, -1.249, 1.173], [2.781, -2.135, -3.113], [-2.210, -0.279, 3.658], [1.857, 2.305, -0.642], [4.459, 2.610, 0.880], [0.994, -4.060, -1.143], [-4.680, -3.172, -1.378], [0.793, 3.381, 5.532], [-1.143, -2.581, 0.962], [4.334, 3.569, -0.284], [-4.465, -3.900, 1.932], [-2.413, 2.729, -3.264], [0.051, -5.169, 1.771], [3.690, 0.061, 0.654], [-5.208, -2.753, 1.282], [0.103, 3.974, -2.196], [-0.561, -1.854, -1.262], [5.159, 0.059, 1.017], [0.321, 5.194, -3.066], [4.682, 0.562, 2.960], [0.770, -4.498, 2.922], [4.072, 4.611, 3.394], [-4.457, -1.106, -1.879], [-5.238, -3.367, -2.771], [-0.389, 4.259, 5.885], [1.292, 3.366, 1.785], [2.277, 1.934, 2.403]], "multiplicity": 2, "s_squared": 0.7564, "e_homo_ha": [-0.108, -0.274]}

***

{"formula": "C6H5AsClO10SSc", "method": "ωB97M-V/def2-TZVPD", "species": ["As", "Sc", "Cl", "S", "O", "O", "O", "O", "O", "O", "O", "O", "O", "O", "C", "C", "C", "C", "C", "C", "H", "H", "H", "H", "H"], "positions_angstrom": [[-1.158, 0.792, -1.168], [1.325, 1.605, -0.556], [3.230, 2.918, -0.999], [1.286, -0.503, 0.880], [-0.472, 2.112, -0.388], [1.242, 0.923, 1.320], [4.263, 3.746, -1.398], [-2.550, 1.036, -1.950], [2.175, 3.610, -0.307], [3.630, 1.847, -0.152], [0.108, 0.618, -2.449], [2.149, -1.375, 1.594], [1.563, -0.345, -0.584], [2.549, 2.291, -2.118], [-0.380, -1.145, 0.964], [-1.338, -0.750, 0.046], [-2.597, -1.344, 0.065], [-2.875, -2.328, 1.003], [-0.670, -2.097, 1.925], [-1.924, -2.689, 1.946], [0.106, -2.361, 2.627], [-3.330, -1.024, -0.672], [-0.324, 0.689, -3.317], [-3.841, -2.807, 0.988], [-2.166, -3.422, 2.700]], "e_homo_ha": -0.394, "relative_energy_ev": 3.084}

***

{"formula": "C6H5Br2NO2", "method": "ωB97M-V/def2-TZVPD", "species": ["Br", "Br", "O", "O", "N", "C", "C", "C", "C", "C", "C", "H", "H", "H", "H", "H"], "positions_angstrom": [[3.840, 0.243, -0.036], [-1.682, 2.172, -0.997], [-0.810, 1.977, 1.691], [-1.273, -0.070, 1.996], [-1.051, 0.866, 1.298], [2.226, 1.084, -0.509], [1.061, 0.368, -0.291], [-1.084, 0.629, -0.133], [0.941, -1.044, -0.074], [-1.370, -0.766, -0.534], [-0.295, -1.649, -0.155], [-2.401, -0.958, -0.060], [-0.591, -2.668, -0.040], [-1.654, -0.846, -1.543], [1.937, -1.438, 0.180], [2.209, 2.099, -0.795]], "e_homo_ha": -0.325, "relative_energy_ev": 4.325}

***

{"formula": "C6H5BrFNO", "method": "ωB97M-V/def2-TZVPD", "species": ["Br", "F", "O", "N", "C", "C", "C", "C", "C", "C", "H", "H", "H", "H", "H"], "positions_angstrom": [[-2.484, 0.984, -0.803], [-2.335, 0.246, 1.663], [-1.543, -2.803, -0.685], [-0.364, 1.206, 1.132], [0.651, 1.618, 0.436], [-0.700, -2.324, 0.049], [0.270, -1.346, -0.311], [-1.509, 0.814, 0.863], [1.116, 1.031, -0.725], [1.242, -0.577, -0.538], [1.279, 2.298, 1.162], [0.495, 1.201, -1.583], [2.271, -0.827, -0.704], [2.181, 1.327, -1.059], [-0.571, -2.847, 1.102]], "e_homo_ha": [-0.320, -0.287], "relative_energy_ev": 3.303}

***

{"formula": "C6H5CeN2O5S", "method": "ωB97M-V/def2-TZVPD", "species": ["Ce", "S", "O", "O", "O", "O", "O", "N", "N", "C", "C", "C", "C", "C", "C", "H", "H", "H", "H", "H"], "positions_angstrom": [[0.464, 0.924, -1.033], [1.515, 1.192, 1.430], [-1.038, -2.018, -2.471], [-2.062, 1.979, -3.569], [-2.800, -0.512, 0.135], [1.095, -2.363, -0.298], [1.341, 1.312, -4.514], [0.191, -0.820, 2.637], [-0.163, 1.270, 3.485], [-1.298, 1.610, -2.779], [1.217, -1.696, -1.330], [1.109, 1.046, -3.411], [-0.252, -1.239, -2.011], [-1.795, 0.037, -0.086], [0.462, 0.500, 2.609], [2.160, -1.677, -1.986], [0.690, -1.467, 2.042], [-0.128, -1.260, 3.484], [-0.720, 0.931, 4.271], [0.012, 2.250, 3.396]], "multiplicity": 2, "total_charge": 2, "s_squared": 0.7530, "e_homo_ha": [-0.567, -0.567], "relative_energy_ev": 0.177}

***

{"formula": "C6H5Cl2O3S", "method": "ωB97M-V/def2-TZVPD", "species": ["Cl", "Cl", "S", "O", "O", "O", "C", "C", "C", "C", "C", "C", "H", "H", "H", "H", "H"], "positions_angstrom": [[-0.630, -3.204, -0.359], [-2.120, 0.355, -1.954], [-1.781, 0.821, 0.851], [-2.497, -0.401, 1.311], [-0.862, 1.355, 1.810], [-2.732, 1.830, 0.405], [1.386, -1.450, 0.170], [0.286, 0.946, -1.146], [-0.894, 0.415, -0.741], [1.331, 1.010, -0.143], [1.789, -0.087, 0.420], [0.057, -1.727, 0.174], [-0.689, -1.032, 0.501], [1.921, 1.983, -0.002], [2.133, -2.090, -0.193], [2.717, 0.031, 1.131], [0.585, 1.244, -2.235]], "total_charge": -1, "e_homo_ha": -0.198, "relative_energy_ev": 1.683}

***

{"formula": "C6H5ClFNO2", "method": "ωB97M-V/def2-TZVPD", "species": ["Cl", "F", "O", "O", "N", "C", "C", "C", "C", "C", "C", "H", "H", "H", "H", "H"], "positions_angstrom": [[-1.002, -2.386, 2.035], [-1.670, -1.524, -1.004], [1.573, -0.501, -1.081], [0.968, -2.561, -1.031], [0.705, -1.379, -0.960], [-0.115, 0.206, 1.672], [-0.579, 0.710, -1.113], [-0.439, -0.985, 1.280], [0.540, 1.258, 0.978], [0.422, 1.483, -0.305], [-0.569, -0.722, -0.793], [-0.163, 0.335, 2.734], [1.055, 2.145, -0.856], [-0.323, 0.810, -2.130], [1.170, 2.059, 1.481], [-1.572, 1.053, -0.907]], "e_homo_ha": -0.333, "relative_energy_ev": 2.059}

***

{"formula": "C6H5ClFNO2S", "method": "ωB97M-V/def2-TZVPD", "species": ["Cl", "S", "F", "O", "O", "N", "C", "C", "C", "C", "C", "C", "H", "H", "H", "H", "H"], "positions_angstrom": [[-2.462, 2.289, 1.614], [-1.979, 2.710, -1.252], [-2.625, -0.299, 2.504], [-1.471, -1.020, -1.192], [-1.690, 0.408, -2.798], [-1.603, 0.134, -1.602], [0.904, 0.077, 0.302], [0.415, -1.170, 0.562], [-1.720, 1.121, -0.598], [-1.981, 0.900, 0.781], [-1.665, -0.302, 1.564], [-0.648, -1.194, 1.533], [1.669, 0.208, -0.464], [-1.855, 2.130, -2.463], [0.714, 0.838, 1.139], [-0.675, -1.917, 2.384], [0.757, -2.055, -0.011]], "e_homo_ha": [-0.317, -0.317], "relative_energy_ev": 4.269}

***

{"formula": "C6H5F2OS", "method": "ωB97M-V/def2-TZVPD", "species": ["S", "F", "F", "O", "C", "C", "C", "C", "C", "C", "H", "H", "H", "H", "H"], "positions_angstrom": [[2.235, 0.867, 0.066], [1.490, 2.394, -0.737], [2.496, 1.776, 1.350], [3.422, 0.442, -0.516], [0.465, -1.266, -0.101], [-0.535, 0.887, 0.586], [0.579, 0.065, 0.281], [-0.863, -1.785, -0.412], [-1.782, 0.310, 0.365], [-1.945, -0.929, -0.261], [-2.601, 1.010, 0.511], [-1.006, -2.739, -0.774], [-0.401, 2.024, 0.520], [-2.907, -1.186, -0.450], [1.352, -1.869, -0.427]], "total_charge": 1, "e_homo_ha": -0.539, "relative_energy_ev": 0.502}

***

{"formula": "C6H5F4NO", "method": "ωB97M-V/def2-TZVPD", "species": ["F", "F", "F", "F", "O", "N", "C", "C", "C", "C", "C", "C", "H", "H", "H", "H", "H"], "positions_angstrom": [[0.820, -0.903, 2.667], [-2.329, -0.660, 0.078], [-1.653, -2.619, -1.923], [-0.047, -3.585, 2.578], [-1.474, -4.354, 0.250], [-0.065, -0.449, 0.644], [-0.991, -3.255, 0.358], [-0.267, -2.811, 1.546], [-0.778, -2.271, -0.839], [0.225, -1.367, 1.587], [-1.003, -0.828, -0.392], [0.386, 0.954, 0.771], [-0.959, -0.126, -1.105], [-0.193, 1.670, 1.412], [1.336, 0.947, 1.200], [0.272, 1.378, -0.207], [0.211, -2.433, -1.130]], "e_homo_ha": -0.315, "relative_energy_ev": 0.473}

***

{"formula": "C6H5ILaO4", "method": "ωB97M-V/def2-TZVPD", "species": ["La", "I", "O", "O", "O", "O", "C", "C", "C", "C", "C", "C", "H", "H", "H", "H", "H"], "positions_angstrom": [[-0.522, -3.425, 0.547], [2.152, 1.846, -1.644], [1.109, 0.267, 2.318], [0.497, -1.852, 1.750], [3.106, 1.467, 1.856], [0.045, -1.065, -0.707], [-1.241, -0.514, -1.293], [0.791, -0.237, 0.112], [-1.745, 0.747, -0.654], [0.766, -0.617, 1.485], [1.640, 0.814, -0.018], [2.154, 1.044, 1.392], [-1.857, 0.687, 0.432], [-1.976, -1.331, -1.204], [-1.138, 1.613, -0.926], [-1.048, -0.385, -2.358], [-2.732, 0.940, -1.090]], "total_charge": 3, "e_homo_ha": -0.727}

***

| no. | E (eV) |
| --- | --- |
| 1 | -16522.10715 |
| 2 | -31454.13373 |
| 3 | -50977.62139 |
| 4 | -131669.85989 |
| 5 | -151966.10600 |
| 6 | -82594.79272 |
| 7 | -43265.09361 |
| 8 | -48324.43998 |
| 9 | -27121.17889 |
| 10 | -37957.14559 |
| 11 | -24609.20145 |
| 12 | -20708.23290 |
| 13 | -23419.57988 |